Record 1
Entry from the OMol25 dataset: a molecular structure, C2H2NO3 in a non-equilibrium geometry (wB97M-V/def2-TZVPD).

The frontier orbital gap is 8.89 eV. The value obtained for the total energy is -357.96677 hartree. The value obtained for the energy above the lowest of the compared OMol25 structures with the same formula, charge and spin is 85.0 kJ/mol. The net charge is -1. The value obtained for the HOMO energy is -4.66 eV.

Cartesian coordinates (Å):
O: -1.084 2.216 0.483
C: -0.399 1.374 -0.119
N: -0.210 0.107 0.186
C: 0.631 -1.491 -0.179
O: 1.809 -1.386 0.011
O: -0.254 -2.271 -0.387
H: 0.127 1.665 -1.051
H: -0.620 -0.213 1.056

natural (NBO) atomic charge list, values in e, 5 entries:
1 O -0.739
2 C 0.497
3 N -0.810
4 C 0.982
5 O -0.671

***

Record 2
Entry from the OMol25 dataset: a molecular structure, C17H20KN8O6S3 in a non-equilibrium geometry (wB97M-V/def2-TZVPD).

The frontier orbital gap is 6.04 eV. The value obtained for the total energy is -3344.02670 hartree. The value obtained for the energy above the lowest of the compared OMol25 structures with the same formula, charge and spin is 34.6 kJ/mol. The net charge is -1. The value obtained for the HOMO energy is -3.92 eV.

Cartesian coordinates (Å):
K: 0.454 0.196 -1.026
O: 1.078 2.410 -0.341
C: 0.637 3.213 -1.228
O: 1.298 3.808 -2.122
C: -0.835 3.442 -1.017
C: -1.319 4.483 -0.168
C: -2.644 4.508 0.230
C: -3.506 3.545 -0.327
C: -2.974 2.581 -1.158
N: -1.675 2.504 -1.460
H: -0.601 5.242 0.126
H: -3.015 5.238 0.935
H: -4.596 3.571 -0.184
H: -3.627 1.835 -1.664
N: 3.788 2.759 -2.224
C: 4.186 1.576 -1.736
N: 3.463 0.516 -1.405
C: 4.316 -0.480 -0.955
C: 5.677 -0.147 -0.961
S: 5.934 1.446 -1.418
C: 3.843 -1.635 -0.253
C: 4.690 -2.485 0.461
S: 3.802 -3.626 1.342
C: 2.290 -3.010 0.581
N: 2.477 -1.971 -0.238
N: 1.177 -3.694 0.660
H: 2.806 3.105 -2.110
H: 4.485 3.465 -2.465
H: 6.536 -0.727 -0.692
H: 5.770 -2.404 0.516
H: 0.993 -4.247 1.512
H: 0.288 -3.263 0.275
C: -0.235 0.307 4.170
S: 0.258 -0.641 2.728
O: -0.374 0.058 1.586
O: -0.344 -2.012 3.026
O: 1.710 -0.815 2.684
H: -1.220 -0.046 4.483
H: -0.226 1.349 3.899
H: 0.554 0.094 4.919
C: -4.704 -1.751 -0.250
N: -3.364 -2.077 -0.718
C: -2.975 -2.051 -2.108
C: -1.464 -2.027 -1.958
O: -0.708 -1.637 -2.857
N: -1.121 -2.347 -0.673
C: -2.270 -2.281 0.063
N: -2.296 -2.356 1.374
H: -4.740 -1.703 0.838
H: -5.423 -2.450 -0.649
H: -4.991 -0.765 -0.615
H: -3.254 -1.106 -2.611
H: -3.380 -2.903 -2.705
H: -1.437 -2.157 2.050
H: -3.190 -2.438 1.840

natural (NBO) atomic charge list, values in e, 5 entries:
1 K 0.924
2 O -0.745
3 C 0.722
4 O -0.732
5 C 0.158